{"formula": "C9H9N3S2", "method": "the ωB97M-V functional and the def2-TZVPD basis", "symbols": ["C", "C", "C", "C", "C", "C", "C", "C", "C", "N", "N", "N", "S", "S", "H", "H", "H", "H", "H", "H", "H", "H", "H"], "positions_angstrom": [[2.81073, -0.37883, -1.78462], [1.72601, -0.73226, -2.72236], [2.46101, 0.08917, -0.51364], [0.45036, -0.62518, -2.30507], [1.15394, 0.41313, -0.17275], [0.12551, 0.04343, -1.10434], [-2.00458, 1.57999, -1.67883], [-1.29170, 0.17483, -0.88980], [-1.90915, 0.31911, 3.06119], [-2.62735, 2.19593, -0.66190], [-2.61301, 1.55063, 0.42245], [-1.88322, 0.49793, 0.45633], [-1.83073, 1.79511, -3.23523], [-1.93419, -0.77368, 1.61545], [3.79275, -0.47091, -2.04754], [2.10059, -1.35039, -3.51800], [3.29731, 0.34277, 0.28576], [-0.34200, -0.94278, -2.95917], [1.07096, 1.11913, 0.65261], [-1.81375, -0.63784, -1.27820], [-2.48435, -0.29107, 3.75716], [-2.41497, 1.25285, 2.92854], [-0.93121, 0.49180, 3.48130]], "atomic_forces_ev_per_a": [[-4.7144, 0.0157, 0.3343], [4.2022, -0.2779, 2.4777], [2.3676, 0.8459, 0.6894], [-0.8077, 0.8055, 0.3955], [-0.8298, -0.0529, -1.8580], [2.1752, -0.2661, 1.2841], [2.1798, -3.6423, 1.4429], [-2.4195, 4.0564, 0.6698], [-0.1978, -1.4192, 0.6845], [-1.0530, 1.7032, -0.5078], [-0.7820, 0.2164, 1.7007], [2.1888, -1.7121, -2.5150], [-0.2000, 0.6608, -0.7987], [-0.1795, 1.5585, 0.2442], [2.3818, -0.4846, -0.7072], [-0.5422, 0.2754, -0.8487], [-1.7140, -0.5261, -1.9252], [-0.3159, -0.1923, -0.0037], [-0.7837, -0.6548, 0.1661], [-0.9903, -1.4424, -0.7059], [0.0171, 0.2992, 0.4120], [-0.4303, 0.2968, -0.4666], [0.4475, -0.0630, -0.1643]], "de_lowest_kj_mol": 302.0, "gap_ev": 7.5, "lumo_ev": -0.789, "molar_mass_da": 223.33, "smiles": "CSN1N=NC(=S)[C@H]1c1ccccc1"}

{"formula": "C4H6O2", "method": "the ωB97M-V functional and the def2-TZVPD basis", "symbols": ["C", "C", "C", "O", "C", "O", "H", "H", "H", "H", "H", "H"], "positions_angstrom": [[-1.22209, -0.53224, 0.42935], [0.19402, -0.36618, 0.97754], [0.56581, 1.29721, -1.24072], [-0.08287, 2.25049, -1.47497], [1.29557, 0.21733, -1.03519], [1.20726, -0.64915, 0.02676], [-1.57806, 0.35269, -0.10801], [-1.25500, -1.39043, -0.24900], [-1.91714, -0.72162, 1.25395], [0.37624, -1.08186, 1.78242], [0.34239, 0.64695, 1.38590], [2.07387, -0.02321, -1.74803]], "atomic_forces_ev_per_a": [[-0.0126, 0.0041, -0.0416], [-0.1945, 0.0430, 0.2334], [-0.3545, 0.5225, -0.1309], [0.5224, -0.7425, 0.1980], [0.0173, 0.1405, -0.1524], [0.0314, -0.0196, -0.0398], [0.0573, -0.1739, 0.0611], [-0.0138, 0.0855, 0.1094], [0.1065, 0.0682, -0.1080], [-0.0301, 0.0956, -0.1025], [-0.0008, -0.1343, -0.0680], [-0.1287, 0.1109, 0.0412]], "de_lowest_kj_mol": 221.2, "gap_ev": 8.9, "lumo_ev": 0.569, "molar_mass_da": 86.09, "smiles": "CCOC=C=O"}

{"formula": "C7H11F8IO2P", "method": "the ωB97M-V functional and the def2-TZVPD basis", "symbols": ["C", "C", "O", "P", "I", "H", "H", "H", "H", "H", "H", "H", "C", "C", "C", "F", "F", "F", "F", "O", "C", "C", "F", "F", "F", "F", "H", "H", "H", "H"], "positions_angstrom": [[-0.66335, 0.34686, 3.94959], [0.18471, -0.40648, 2.94688], [-0.58617, -1.36174, 2.15942], [-0.68494, -2.78568, 2.81301], [1.39682, -3.78223, 3.45604], [-1.49195, -0.21677, 4.31006], [-0.97031, 1.26010, 3.50762], [-0.02398, 0.61217, 4.75504], [1.01481, -0.85033, 3.45757], [0.58567, 0.29375, 2.25856], [-1.24396, -3.60521, 1.84084], [-1.58810, -2.81282, 3.87644], [-1.11565, 1.21101, -2.50206], [-0.07028, 2.32925, -2.36427], [1.13223, 2.29853, -3.31000], [1.85356, 1.16713, -3.15457], [1.93402, 3.34575, -3.02153], [0.34726, 2.38909, -1.07774], [-0.72185, 3.48965, -2.62623], [-1.01049, 0.10972, -1.61236], [-0.17780, -0.93092, -1.88599], [0.95748, -1.00943, -0.86872], [1.65884, 0.13560, -0.81219], [1.82253, -1.99255, -1.20549], [0.27889, -0.87858, -3.14092], [-0.89962, -2.06814, -1.76391], [-2.06202, 1.67183, -2.23284], [-1.22896, 0.88313, -3.53322], [0.80799, 2.38165, -4.35121], [0.56460, -1.22435, 0.13216]], "atomic_forces_ev_per_a": [[0.6215, -0.2785, -0.7424], [-0.3971, 1.2002, 0.6975], [0.3043, -0.9296, 0.5687], [0.3567, -0.5664, -0.4411], [-0.7567, 0.3501, -0.1657], [-0.6996, -0.3703, 0.3587], [-0.7858, 0.7527, -0.3275], [0.4330, 0.1756, 0.9520], [0.4329, -0.8541, -0.0088], [0.3710, 0.3675, -0.9264], [-0.0494, 0.0374, -0.1361], [0.1355, 0.1214, 0.2087], [-0.5712, 0.0799, -0.2502], [-0.0565, -0.2993, 0.4557], [0.2221, 0.2126, -0.2036], [-0.0681, 0.1273, -0.0511], [-0.0560, -0.0264, 0.0333], [0.0480, 0.0672, -0.0267], [-0.0670, 0.1017, -0.2095], [0.2805, 0.2917, 0.3117], [-0.2999, 0.2598, -0.4217], [0.5890, -0.2095, 0.4994], [-0.1179, 0.0126, 0.0668], [-0.1353, -0.2008, -0.1031], [0.1660, -0.2434, -0.0772], [0.0121, -0.2486, 0.1468], [-0.0088, 0.0854, 0.1063], [0.2506, -0.0237, -0.0792], [-0.0304, -0.0415, 0.0292], [-0.1235, 0.0492, -0.2647]], "gap_ev": 8.8, "lumo_ev": -5.184, "total_charge": 1, "molar_mass_da": 437.02}